Density functional theory data (ωB97M-V/def2-TZVPD) for a single C6H12O molecule.

```
19
Properties=species:S:1:pos:R:3:forces:R:3
C 1.956501 -0.850303 -0.358017 0.07 -0.02 -0.11
C 0.623465 -0.133597 -0.178730 -0.08 -0.18 0.37
O 0.583626 0.279479 1.284893 0.40 0.04 -0.32
C 0.382811 1.106638 -0.927607 0.25 0.02 -0.25
C -1.278308 0.953192 1.045455 -0.60 0.14 0.08
C -1.787403 -0.144762 0.160757 0.00 0.05 -0.02
C -0.591823 -1.052515 -0.216997 0.00 -0.06 -0.04
H 2.782437 -0.134785 -0.273322 -0.12 -0.12 -0.02
H 2.003458 -1.304996 -1.352949 -0.01 0.08 0.13
H 2.095281 -1.633997 0.394276 -0.03 0.10 -0.12
H 0.949109 1.179908 1.261207 -0.02 -0.16 0.05
H 1.275243 1.705647 -1.132231 -0.14 -0.03 0.11
H -0.268157 1.042742 -1.800563 0.03 0.00 0.20
H -1.371500 0.799378 2.120131 0.10 0.05 -0.20
H -1.390044 1.979619 0.727425 -0.04 -0.15 0.01
H -2.209653 0.304521 -0.741385 0.04 -0.08 0.09
H -2.569262 -0.724386 0.667728 0.12 0.07 -0.06
H -0.716777 -1.518897 -1.200950 0.04 0.11 0.16
H -0.469004 -1.852884 0.520882 -0.01 0.13 -0.07
```
Positions in Å, forces in eV/Å.

Properties
Energy relative to the best compared isomer or geometry (same formula, charge and spin) (kcal/mol): 111.8
HOMO level (spin up / spin down) (eV): -6.45 / -7.15
LUMO level (spin up / spin down) (Ha): 0.0082 / 0.0236
Charge: 0
Max |F| (eV/Å): 0.6
Multiplicity: 1
Frontier orbital gap (spin up / spin down) (eV): 6.68 / 7.79

Listed below, in e, are the Mulliken charges computed for each atom: -1.6912, 1.1444, -0.6060, -1.2295, -0.2620, -0.5961, -0.8920, 0.3723, 0.3536, 0.3468, 0.5179, 0.3201, 0.2061, 0.2966, 0.2975, 0.2625, 0.3870, 0.3740, 0.3981